1.
Here is a single C21H33N3O4S molecule from OMol25. Energies are from ωB97M-V/def2-TZVPD.

Geometry (Å):
C 0.064 2.291 -2.453
C 1.587 2.288 -2.377
C 2.232 1.308 -3.361
C 2.087 -0.160 -2.952
C 3.073 -0.544 -1.842
C 2.812 -1.933 -1.306
O 3.582 -2.857 -1.459
N 1.620 -2.164 -0.670
C 0.557 -1.304 -0.362
C 0.787 -0.112 0.306
C -0.262 0.720 0.645
C -1.565 0.349 0.386
C -1.814 -0.856 -0.242
C -0.774 -1.697 -0.659
N -1.003 -2.923 -1.265
C -0.380 -3.242 -2.542
H 0.570 -2.728 -2.657
C -1.311 -2.844 -3.696
H -0.882 -3.142 -4.654
O -2.554 -3.500 -3.600
C -3.198 -3.183 -2.386
H -4.123 -3.762 -2.371
C -2.310 -3.550 -1.188
H -2.794 -3.292 -0.247
H -2.142 -4.633 -1.208
H -3.442 -2.110 -2.368
H -1.458 -1.752 -3.686
H -0.211 -4.323 -2.577
H -2.837 -1.132 -0.439
H -2.366 1.014 0.663
S 0.083 2.294 1.404
O 1.510 2.474 1.453
O -0.701 3.309 0.762
N -0.558 2.060 2.937
C -0.913 3.283 3.631
C -1.741 2.940 4.866
C -0.944 2.009 5.776
C -0.523 0.768 4.993
C 0.255 1.177 3.745
H 1.196 1.672 4.027
H 0.496 0.305 3.134
H 0.097 0.116 5.609
H -1.412 0.213 4.686
H -0.054 2.528 6.138
H -1.543 1.721 6.641
H -2.004 3.858 5.392
H -2.660 2.444 4.551
H -0.009 3.835 3.928
H -1.477 3.893 2.925
H 1.782 0.184 0.593
H 1.448 -3.146 -0.479
H 4.088 -0.547 -2.245
H 3.030 0.189 -1.041
H 1.063 -0.334 -2.620
H 2.271 -0.799 -3.819
H 1.769 1.448 -4.341
H 3.294 1.541 -3.463
H 1.892 2.063 -1.354
H 1.945 3.294 -2.604
H -0.269 2.637 -3.430
H -0.344 2.948 -1.689
H -0.343 1.296 -2.284

Properties
energy above the lowest of the compared OMol25 structures with the same formula, charge and spin: 1.704 eV
SMILES string: CCCCCC(=O)Nc1cc(S(=O)(=O)N2CCCCC2)ccc1N1CCOCC1
HOMO level: -8.307 eV
total charge: 0
multiplicity: 1
DFT total energy: -45808.4101 eV
gap between HOMO and LUMO: 8.84 eV

***

2.
Here is 6 unconnected molecules or ions with the total composition C21H33N3O9 at a distorted geometry from OMol25. Energies are from ωB97M-V/def2-TZVPD.

Geometry (Å):
C -6.314 -5.993 -2.195
C -6.202 -6.447 -3.593
O -5.557 -7.645 -3.550
C -5.565 -8.149 -2.263
O -5.014 -9.188 -1.925
O -6.261 -7.252 -1.456
H -7.345 -5.639 -2.171
H -5.514 -5.279 -1.999
H -5.816 -5.672 -4.256
H -7.230 -6.593 -3.925
C -0.561 -0.461 8.732
C 0.164 0.717 9.260
O 1.290 0.755 8.505
C 1.482 -0.367 7.886
O 2.472 -0.662 7.324
O 0.310 -0.893 7.722
H -1.598 -0.196 8.523
H -0.462 -1.168 9.556
H 0.308 0.612 10.335
H -0.347 1.648 9.016
C 5.147 4.600 -4.996
C 4.394 3.493 -5.668
O 3.180 3.467 -4.976
C 2.974 4.608 -4.379
O 1.906 4.978 -3.995
O 4.084 5.383 -4.440
H 5.740 5.162 -5.718
H 5.809 4.271 -4.195
H 4.801 2.482 -5.674
H 4.185 3.718 -6.714
C -1.255 0.674 -0.418
C -0.847 -0.530 0.315
C -1.094 -0.311 1.824
C -2.437 0.016 2.269
N -3.520 0.381 2.682
H -2.247 1.098 -0.264
H -1.077 0.399 -1.458
H -0.719 1.549 -0.052
H 0.162 -0.853 0.060
H -1.612 -1.237 -0.008
H -0.497 0.576 2.036
H -0.790 -1.273 2.237
C -4.276 6.945 -2.359
C -3.654 7.384 -1.019
C -4.026 6.351 0.091
C -3.188 6.591 1.316
N -2.558 6.755 2.176
H -5.350 6.867 -2.528
H -3.908 5.942 -2.573
H -4.026 7.681 -3.123
H -3.786 8.408 -0.671
H -2.568 7.409 -1.111
H -3.760 5.319 -0.137
H -5.103 6.493 0.179
C 5.782 -5.731 0.252
C 5.691 -4.583 -0.816
C 7.032 -3.807 -1.170
C 8.097 -4.610 -1.712
N 8.921 -5.226 -2.183
H 5.844 -5.281 1.243
H 6.700 -6.318 0.255
H 4.932 -6.407 0.160
H 5.109 -3.799 -0.331
H 5.212 -4.798 -1.771
H 7.528 -3.378 -0.300
H 6.833 -2.990 -1.864

Properties
energy above the lowest of the compared OMol25 structures with the same formula, charge and spin: 0.446 eV
SMILES string: O=C1OCCO1.O=C1OCCO1.O=C1OCCO1.CCCC#N.CCCC#N.CCCC#N
HOMO level: -10.954 eV
total charge: 0
multiplicity: 1
DFT total energy: -45205.2662 eV
gap between HOMO and LUMO: 11.30 eV

***

3.
Here is a molecular structure, C21H33N6OPS3SiSr at a distorted geometry from OMol25. Energies are from ωB97M-V/def2-TZVPD.

Geometry (Å):
Sr -1.093 -0.074 0.032
C -1.022 2.321 3.283
C -1.685 1.091 2.729
N -1.029 -0.024 2.625
N 0.200 -0.051 3.148
C 0.763 -1.227 3.313
N 2.054 -1.172 3.818
S 0.134 -2.770 3.081
C -3.077 1.063 2.345
C -4.017 2.017 2.778
C -5.334 1.899 2.390
C -5.713 0.819 1.604
C -4.730 -0.091 1.248
N -3.468 0.015 1.605
H -0.078 2.434 2.746
H -0.803 2.188 4.345
H -1.623 3.212 3.134
H 2.310 -0.289 4.234
H 2.335 -1.999 4.322
H -3.715 2.837 3.412
H -6.069 2.633 2.699
H -6.730 0.696 1.263
H -4.975 -0.959 0.646
S -1.516 -0.936 -2.693
C -2.356 0.433 -3.347
C -2.344 0.436 -4.744
N -2.300 0.394 -5.898
C -3.010 1.452 -2.680
S -3.149 1.705 -0.977
C -3.692 2.422 -3.423
N -4.288 3.246 -3.974
C 0.941 2.528 -2.569
Si 1.324 2.544 -0.696
C 0.899 4.312 -0.059
C 3.252 2.454 -0.603
O 0.616 1.383 0.073
H 1.582 3.187 -3.147
H -0.088 2.820 -2.751
H 1.060 1.522 -2.961
H 1.352 5.089 -0.672
H 1.235 4.460 0.965
H -0.176 4.464 -0.075
H 3.709 3.413 -0.835
H 3.644 1.725 -1.308
H 3.585 2.158 0.388
C 4.094 -1.509 -0.116
C 2.625 -1.260 0.213
P 1.361 -2.417 -0.478
C 2.069 -4.055 0.090
C 0.985 -5.121 0.163
C 1.885 -2.429 -2.264
C 1.079 -3.395 -3.121
H 4.708 -0.770 0.400
H 4.283 -1.403 -1.182
H 4.412 -2.502 0.202
H 2.318 -0.265 -0.118
H 2.480 -1.289 1.296
H 2.469 -3.889 1.093
H 2.884 -4.369 -0.570
H 0.231 -4.804 0.878
H 1.397 -6.079 0.487
H 0.506 -5.257 -0.804
H 2.951 -2.667 -2.343
H 1.721 -1.409 -2.623
H 1.248 -4.428 -2.816
H 1.361 -3.295 -4.171
H 0.018 -3.168 -3.028

Properties
energy above the lowest of the compared OMol25 structures with the same formula, charge and spin: 0.809 eV
HOMO level: -1.390 eV
total charge: -2
multiplicity: 1
DFT total energy: -83815.2515 eV
gap between HOMO and LUMO: 5.81 eV

***

4.
Here is a molecular structure, C21H33O16Pb at a distorted geometry from OMol25. Energies are from ωB97M-V/def2-TZVPD.

Geometry (Å):
Pb 0.078 1.727 4.198
C 0.724 0.868 0.663
O -0.045 0.953 1.823
H 1.574 1.557 0.711
H 1.120 -0.122 0.413
H 0.183 1.165 -0.241
C 1.702 -2.282 2.938
C 1.099 -3.372 2.065
C -0.007 -2.878 1.166
O 0.452 -3.233 -0.128
C 1.733 -3.619 -0.088
O 2.430 -3.713 -1.068
O 2.150 -3.787 1.187
H 0.928 -1.936 3.627
H 2.065 -1.471 2.307
H 2.589 -2.500 3.533
H 0.791 -4.264 2.612
H -0.072 -1.794 1.278
H -0.928 -3.375 1.465
C -2.009 5.815 1.029
C -2.063 4.921 -0.171
C -1.470 3.542 0.090
O -2.474 2.636 -0.329
C -3.612 3.359 -0.545
O -4.662 2.846 -0.828
O -3.459 4.663 -0.350
H -2.601 6.719 0.889
H -0.959 6.022 1.249
H -2.394 5.394 1.960
H -1.624 5.461 -1.011
H -1.197 3.409 1.140
H -0.540 3.389 -0.459
C -4.410 -0.456 -1.757
C -3.370 -0.898 -0.794
C -3.388 -0.243 0.576
O -3.456 -1.307 1.546
C -3.489 -2.498 0.889
O -3.460 -3.583 1.372
O -3.560 -2.282 -0.448
H -4.431 -1.127 -2.617
H -4.207 0.566 -2.076
H -5.425 -0.444 -1.356
H -2.395 -0.774 -1.266
H -4.338 0.268 0.736
H -2.513 0.388 0.710
C 4.592 -0.870 0.102
C 5.013 0.015 1.277
C 4.841 1.526 0.899
O 4.026 2.018 1.958
C 3.537 1.015 2.687
O 2.676 1.137 3.541
O 4.046 -0.132 2.305
H 5.156 -0.644 -0.803
H 3.526 -0.810 -0.112
H 4.842 -1.908 0.326
H 6.014 -0.151 1.670
H 4.345 1.582 -0.068
H 5.819 2.003 0.886
C -0.709 -2.855 -3.085
C -0.282 -1.445 -2.688
C 1.198 -1.210 -3.010
O 1.197 0.050 -3.678
C -0.096 0.397 -3.940
O -0.430 1.388 -4.542
O -0.956 -0.511 -3.500
H -0.071 -3.291 -3.855
H -1.723 -2.899 -3.481
H -0.618 -3.583 -2.280
H -0.476 -1.315 -1.622
H 1.689 -2.029 -3.536
H 1.784 -1.192 -2.088

Properties
energy above the lowest of the compared OMol25 structures with the same formula, charge and spin: 0.000 eV
HOMO level: -12.678 eV
total charge: +1
multiplicity: 1
DFT total energy: -60312.1954 eV
gap between HOMO and LUMO: 6.06 eV

***

5.
Here is a molecular structure, C21H34BIN6ReS3SbSe4 from OMol25. Energies are from ωB97M-V/def2-TZVPD.

Geometry (Å):
Re 1.386 0.717 -0.133
C 2.234 -3.470 -0.570
C 0.914 -4.208 -0.730
C 1.003 -5.569 -0.042
C 0.596 -4.348 -2.220
N -0.239 -3.459 -0.111
C -1.510 -3.991 -0.158
C -2.337 -3.142 0.488
N -1.584 -2.085 0.935
B -2.252 -0.827 1.539
N -2.662 0.203 0.425
C -3.477 1.246 0.776
C -3.978 1.792 -0.356
N -3.478 1.082 -1.418
C -2.669 0.120 -0.919
S -1.682 -0.984 -1.855
C -3.939 1.272 -2.849
C -4.644 -0.011 -3.287
C -2.755 1.617 -3.753
C -4.934 2.428 -2.887
N -1.432 -0.210 2.708
C -1.585 -0.792 3.946
C -0.670 -0.260 4.781
N 0.057 0.664 4.063
C -0.416 0.670 2.802
S 0.105 1.802 1.559
C 1.173 1.499 4.655
C 0.747 2.965 4.660
C 1.394 1.043 6.095
C 2.464 1.266 3.864
C -0.312 -2.287 0.547
S 0.969 -1.247 1.093
H 2.995 -4.063 -1.078
H 2.534 -3.370 0.472
H 2.214 -2.489 -1.044
H 1.842 -6.124 -0.460
H 0.106 -6.169 -0.192
H 1.172 -5.452 1.028
H 1.418 -4.868 -2.712
H 0.492 -3.365 -2.685
H -0.311 -4.923 -2.401
H -1.716 -4.936 -0.623
H -3.394 -3.205 0.678
H -3.279 -1.199 2.028
H -3.664 1.498 1.805
H -4.652 2.617 -0.475
H -3.963 -0.860 -3.330
H -5.054 0.135 -4.285
H -5.471 -0.245 -2.615
H -2.135 0.749 -3.967
H -2.144 2.409 -3.319
H -3.143 1.979 -4.705
H -5.820 2.233 -2.284
H -5.266 2.540 -3.917
H -4.480 3.373 -2.584
H -2.344 -1.532 4.129
H -0.494 -0.455 5.820
H -0.167 3.099 5.241
H 0.594 3.359 3.658
H 1.533 3.555 5.131
H 0.516 1.209 6.719
H 2.201 1.643 6.510
H 1.699 -0.003 6.154
H 2.488 1.839 2.940
H 2.597 0.205 3.641
H 3.311 1.586 4.469
Se 3.221 2.521 -4.094
Sb 3.099 0.360 -3.366
Se 0.018 0.507 -2.021
Se 3.579 0.176 -0.634
Se 3.150 -1.809 -4.124
I 1.483 3.302 -0.789

Properties
HOMO level: -13.612 eV
total charge: +2
multiplicity: 1
DFT total energy: -342596.8990 eV
gap between HOMO and LUMO: 5.83 eV

***

6.
Here is a molecular structure, C21H34Cl12N2S2 at a distorted geometry from OMol25. Energies are from ωB97M-V/def2-TZVPD.

Geometry (Å):
C 6.313 -1.851 1.591
C 4.788 -1.426 1.629
S 4.627 0.179 0.789
C 3.285 0.003 -0.487
C 2.066 -0.707 0.135
C 1.276 0.120 1.045
C 0.180 -0.383 1.665
C -0.187 -1.746 1.419
N -1.205 -2.457 1.931
S -1.100 -3.941 1.306
N 0.216 -3.833 0.330
C 0.596 -2.564 0.510
C 1.758 -2.001 -0.143
H 6.726 -1.844 2.607
H 6.371 -2.873 1.183
H 6.823 -1.166 0.903
H 4.398 -1.383 2.647
H 4.239 -2.232 1.119
H 3.733 -0.615 -1.277
H 3.001 1.006 -0.830
H 1.535 1.161 1.240
H -0.415 0.205 2.362
H 2.400 -2.551 -0.836
Cl 2.077 3.813 0.899
C 0.558 4.673 0.525
C -0.008 5.377 1.733
Cl -0.612 4.223 2.952
H -0.155 3.954 0.119
H 0.793 5.400 -0.250
H -0.854 5.996 1.437
H 0.731 6.016 2.212
Cl -1.876 3.395 -1.232
C -3.402 2.554 -0.828
C -3.572 2.348 0.657
Cl -2.415 1.162 1.307
H -3.418 1.609 -1.366
H -4.211 3.178 -1.208
H -4.569 1.960 0.860
H -3.448 3.279 1.209
Cl -6.277 0.368 -1.943
C -5.865 -1.235 -2.614
C -5.046 -2.060 -1.656
Cl -3.405 -1.399 -1.436
H -5.342 -1.081 -3.556
H -6.806 -1.742 -2.824
H -4.928 -3.074 -2.049
H -5.518 -2.123 -0.678
Cl 3.715 7.613 -1.637
C 2.201 8.475 -2.007
C 1.633 9.172 -0.796
Cl 1.031 8.017 0.421
H 1.497 7.757 -2.421
H 2.435 9.209 -2.777
H 0.787 9.792 -1.090
H 2.373 9.810 -0.317
Cl -5.421 -7.047 -2.149
C -4.520 -6.804 -3.666
C -3.947 -5.413 -3.768
Cl -5.219 -4.178 -3.974
H -5.189 -7.023 -4.495
H -3.711 -7.534 -3.676
H -3.296 -5.343 -4.639
H -3.365 -5.153 -2.886
Cl 2.303 -2.708 3.520
C 2.690 -4.303 2.826
C 3.480 -5.163 3.780
Cl 5.132 -4.542 4.033
H 3.225 -4.142 1.892
H 1.740 -4.784 2.595
H 3.579 -6.168 3.372
H 2.994 -5.233 4.750

Properties
HOMO level: -8.107 eV
total charge: 0
multiplicity: 1
DFT total energy: -197249.3853 eV
gap between HOMO and LUMO: 7.93 eV

***

7.
Here is a molecular structure, C21H34Cl2OP3Sc at a distorted geometry from OMol25. Energies are from ωB97M-V/def2-TZVPD.

Geometry (Å):
C -1.528 0.068 -3.110
C -0.963 0.310 -1.766
H -2.636 0.045 -3.076
H -1.160 -0.921 -3.437
H -1.174 0.842 -3.813
O -1.473 -0.070 -0.685
Cl 1.104 -0.078 -1.787
Sc 0.287 0.047 0.719
P 0.258 -2.598 0.352
C -0.873 -3.677 1.278
C 0.035 -3.223 -1.347
H 0.209 -4.306 -1.346
H 1.979 -4.300 0.481
H 0.734 -2.752 -2.044
H 2.678 -2.666 0.194
H -1.899 -3.341 1.088
H -0.990 -3.033 -1.688
C 1.922 -3.237 0.753
H -0.772 -4.703 0.906
H 2.109 -3.108 1.830
H -0.671 -3.627 2.354
P -0.065 2.635 0.001
C -1.171 3.706 0.976
C 1.560 3.444 0.246
H 0.238 2.727 -2.409
H -0.385 4.259 -1.756
H -1.469 2.863 -1.963
C -0.453 3.169 -1.692
H 2.333 2.876 -0.287
H 1.528 4.472 -0.130
H -1.197 4.716 0.545
H -0.859 3.743 2.029
H 1.807 3.445 1.317
H -2.185 3.295 0.937
Cl 2.326 0.337 1.844
C -3.166 -0.281 2.358
P -1.396 -0.023 2.706
C -1.420 1.478 3.771
C -2.590 2.218 4.014
C -2.545 3.345 4.839
C -1.342 3.769 5.401
C -0.163 3.068 5.125
C -0.201 1.933 4.309
C -1.026 -1.358 3.923
C 0.306 -1.607 4.304
C 0.611 -2.618 5.209
C -0.404 -3.411 5.745
C -1.729 -3.190 5.357
C -2.043 -2.173 4.448
H -3.488 0.496 1.655
H -3.791 -0.242 3.262
H -3.289 -1.252 1.863
H -3.533 1.930 3.555
H -3.463 3.897 5.031
H -1.310 4.653 6.040
H 0.787 3.405 5.538
H 0.737 1.421 4.077
H 1.117 -1.025 3.871
H 1.645 -2.793 5.497
H -0.172 -4.211 6.452
H -2.539 -3.814 5.749
H -3.086 -2.040 4.147

Properties
energy above the lowest of the compared OMol25 structures with the same formula, charge and spin: 0.000 eV
HOMO level: -14.358 eV
total charge: +2
multiplicity: 1
DFT total energy: -97977.4948 eV
gap between HOMO and LUMO: 5.71 eV